Here is a structure of composition C35H41IrN7O3P2Se at a distorted geometry from the Open Molecules 2025 dataset. Energies are from ωB97M-V with the def2-TZVPD basis set.

Gap between HOMO and LUMO (alpha / beta), eV: 4.86 / 4.93
M, g/mol: 940.9

```
! RIJCOSX wB97M-V def2-TZVPD def2/J DEFGRID3
* xyz 4 6
Ir -1.2595 -0.5660 0.3426
C -0.9007 0.8834 6.1929
C -1.1971 0.3706 4.7828
O -0.3845 -0.2604 4.1384
N -2.4573 0.7263 4.3225
C -2.9608 0.3219 3.0739
C -2.7095 1.3188 1.9486
C -2.5178 2.6972 2.0888
C -2.9419 3.5495 1.0527
C -3.5265 3.0470 -0.0607
C -3.3138 1.6465 -0.2765
N -2.8192 0.8328 0.6545
H 0.1354 0.6390 6.3702
H -1.5083 0.4359 6.9900
H -0.9379 2.0230 6.1942
H -3.0841 1.1703 5.0002
H -4.0363 0.2110 3.0956
H -2.4567 -0.6248 2.8556
H -2.2339 3.1506 3.0215
H -2.8439 4.6645 1.2240
H -4.0393 3.6467 -0.8682
H -3.5275 1.2319 -1.2965
O 0.7912 1.4928 -5.9796
C -0.3716 0.6428 -5.9581
C -0.7601 0.4083 -4.4941
C -1.4504 -0.7401 -4.1738
C -1.5997 -1.1094 -2.8280
N -1.2227 -0.2927 -1.8142
C -0.5605 0.8702 -2.1666
C -0.5072 1.3427 -3.5196
C 0.0675 1.6238 -1.1485
C 0.6763 2.9007 -1.3914
C 1.0381 3.6368 -0.2875
C 1.4300 5.1086 -0.3151
O 1.6085 5.4650 -1.6783
C 0.9172 3.0856 0.9797
C 0.4191 1.8144 1.1821
N -0.0597 1.1191 0.1391
H 1.2802 1.4462 -6.8323
H -0.2115 -0.3421 -6.4736
H -1.1886 1.1287 -6.4723
H -1.7860 -1.4756 -4.8949
H -1.9780 -2.0562 -2.5132
H -0.1377 2.3416 -3.7273
H 0.8748 3.1933 -2.3912
H 2.3563 5.2163 0.2710
H 0.7114 5.7687 0.1885
H 1.9655 6.3793 -1.7480
H 1.2719 3.6339 1.8149
H 0.2394 1.3690 2.1788
C 5.7813 -1.1369 1.1227
P 4.2161 -0.3076 0.6059
C 5.0960 1.0937 -0.2055
C 3.5743 -1.4135 -0.6856
C 4.5289 -1.8324 -1.5949
C 4.1508 -2.6223 -2.6671
C 2.8349 -2.8296 -2.9329
C 1.8229 -2.3019 -2.0939
C 2.1859 -1.6920 -0.8723
P 0.9176 -1.6872 0.5090
C 0.4457 -3.4501 0.7013
C 1.9134 -1.4164 2.0109
H 6.4774 -1.2440 0.3016
H 5.6424 -2.0811 1.6074
H 6.2142 -0.4393 1.7924
H 5.7950 0.7316 -0.9414
H 5.5485 1.7592 0.4898
H 4.2677 1.6114 -0.6836
H 5.6001 -1.7423 -1.4093
H 4.9121 -3.1739 -3.2610
H 2.5436 -3.4298 -3.8237
H 0.7905 -2.4559 -2.3305
H 0.0913 -3.8304 -0.2763
H -0.3306 -3.4339 1.4522
H 1.2928 -4.0769 1.0663
H 2.6875 -2.1966 2.0021
H 1.2472 -1.5749 2.8417
H 2.4145 -0.3872 2.0726
Se -2.8903 -4.1875 3.7947
N -3.7715 -4.9341 2.3301
C -3.6072 -4.1962 1.2720
C -4.4384 -4.2432 0.1039
C -4.4732 -3.1418 -0.7156
C -3.7514 -1.9533 -0.4417
N -2.8199 -1.9511 0.5218
C -2.8648 -2.9137 1.5218
N -2.3952 -2.6357 2.7093
H -4.9988 -5.1415 -0.0631
H -5.1469 -3.1718 -1.5682
H -3.7964 -1.0577 -1.0564
*
```

Here is a structure of composition C22H17AuF2N2O2S at a distorted geometry from the Open Molecules 2025 dataset. Energies are from ωB97M-V with the def2-TZVPD basis set.

Gap between HOMO and LUMO, eV: 6.52
M, g/mol: 608.4

```
! RIJCOSX wB97M-V def2-TZVPD def2/J DEFGRID3
* xyz 0 1
Au 0.8613 1.3396 -0.6918
O -1.6498 -2.0295 -1.4752
S -1.4953 -0.6007 -1.4972
O -0.8097 -0.0099 -2.6284
N -0.7765 -0.0123 -0.1458
C -0.6227 -0.7081 1.0352
C -1.3416 -1.8379 1.3970
C -1.1852 -2.4235 2.6602
C -0.3195 -1.9101 3.5871
C 0.4568 -0.7797 3.2652
C 1.4254 -0.2317 4.1355
C 2.1938 0.8202 3.7230
C 1.9972 1.3453 2.4348
N 1.1089 0.8450 1.6117
C 0.3245 -0.1876 1.9836
C -3.1036 0.1600 -1.4536
C -3.4131 1.0898 -2.4332
C -4.6252 1.7605 -2.3702
C -5.5063 1.5023 -1.3295
C -5.1851 0.5649 -0.3562
C -3.9794 -0.1143 -0.4150
H -2.0119 -2.2769 0.6719
H -1.7663 -3.3038 2.9032
H -0.1946 -2.3776 4.5558
H 1.5511 -0.6669 5.1193
H 2.9525 1.2466 4.3649
H 2.5815 2.1836 2.0739
H -2.6945 1.2705 -3.2206
H -4.8758 2.4897 -3.1290
H -6.4434 2.0401 -1.2695
H -5.8736 0.3684 0.4550
H -3.7190 -0.8461 0.3392
C 4.2078 -1.8993 -2.2160
C 3.0718 -2.3190 -1.5411
C 2.1130 -1.3948 -1.1390
C 2.3315 -0.0628 -1.4114
C 3.4412 0.3795 -2.0983
C 4.3873 -0.5553 -2.5061
H 4.9541 -2.6219 -2.5200
H 2.9188 -3.3679 -1.3232
H 1.2161 -1.7342 -0.6362
H 3.5926 1.4269 -2.3178
H 5.2633 -0.2241 -3.0489
F 3.2578 2.9524 -0.4150
C 1.9665 3.1176 -0.8532
F 1.4042 4.0382 -0.0223
H 2.0129 3.5550 -1.8528
*
```

Here is a cluster of 2 separate species, C2H3O3S2 in total at a distorted geometry from the Open Molecules 2025 dataset. Energies are from ωB97M-V with the def2-TZVPD basis set.

Gap between HOMO and LUMO, eV: 7.82
M, g/mol: 139.2

```
! RIJCOSX wB97M-V def2-TZVPD def2/J DEFGRID3
* xyz -1 1
C -0.6176 1.3617 1.6959
C -1.3606 0.7710 0.9322
O 1.3529 -0.8604 0.2557
O 0.8363 0.6052 -1.5642
O 1.3520 -1.7211 -2.0961
S -1.3076 -1.3268 -1.0160
S 0.6425 -0.7800 -1.2026
H 0.2078 1.6155 2.1442
H 0.9791 -0.0914 0.5929
H -2.0848 0.4262 0.2580
*
```